No. 1
Entry from the Open Molecules 2025 dataset: C31H51CsN8O3P2Sb2 as an isolated structure in a non-equilibrium geometry (the ωB97M-V functional and the def2-TZVPD basis).

Output
Energy above the lowest of the compared OMol25 structures with the same formula, charge and spin = 17.0 kcal/mol
HOMO = -11.4 eV
Max |F| = 2.87 eV/A

ORCA input file:
```
! wB97M-V def2-TZVPD RIJCOSX def2/J DEFGRID3
* xyz 2 1
Cs -1.174 0.502 2.081
C -5.286 -1.671 -1.197
Sb -4.459 0.284 -0.905
C -5.920 0.822 0.644
C -5.558 1.368 -2.503
C -5.845 0.727 -3.815
C -7.143 0.257 -4.015
C -7.511 -0.350 -5.179
C -6.517 -0.479 -6.173
C -5.242 -0.088 -5.950
C -4.852 0.545 -4.779
C -3.423 0.965 -4.547
Sb -2.169 -0.662 -3.820
C -1.729 -1.498 -5.757
C -0.417 0.640 -3.689
H -4.527 -2.245 -1.764
H -6.238 -1.469 -1.695
H -5.426 -2.099 -0.249
H -6.899 0.354 0.408
H -5.959 1.944 0.586
H -5.567 0.453 1.572
H -5.032 2.254 -2.718
H -6.413 1.649 -1.902
H -7.804 0.543 -3.201
H -8.482 -0.790 -5.372
H -6.706 -1.064 -7.117
H -4.543 -0.272 -6.757
H -3.400 1.737 -3.802
H -2.831 1.271 -5.353
H -1.696 -0.729 -6.534
H -2.463 -2.256 -5.987
H -0.776 -1.960 -5.742
H -0.228 1.165 -4.616
H 0.462 0.007 -3.534
H -0.513 1.324 -2.838
C 2.183 -2.466 5.969
C 2.333 -3.687 5.314
C 1.735 -3.863 4.073
C 0.930 -2.819 3.525
N 0.698 -1.660 4.178
C 1.384 -1.480 5.323
C 0.386 -2.950 2.116
C -0.433 -3.985 1.757
C -1.020 -4.033 0.487
C -0.653 -3.012 -0.427
C 0.171 -2.011 0.049
N 0.714 -1.974 1.247
H 2.800 -2.298 6.855
H 2.993 -4.481 5.640
H 1.773 -4.703 3.440
H 1.253 -0.430 5.671
H -0.614 -4.760 2.509
H -1.637 -4.861 0.157
H -1.075 -2.935 -1.417
H 0.499 -1.253 -0.680
O 2.826 1.969 4.099
C 1.777 2.406 3.797
N 0.695 2.796 3.477
C 5.882 0.499 3.139
N 4.414 -0.093 3.124
C 4.601 -1.520 3.558
N 5.487 -2.253 2.677
C 6.791 -1.628 2.720
N 6.691 -0.279 2.279
C 6.355 -0.137 0.884
P 4.762 -0.878 0.360
C 3.747 0.029 1.760
C 4.899 -2.415 1.338
H 6.305 0.450 4.224
H 5.901 1.560 2.906
H 3.938 0.507 3.789
H 3.613 -2.007 3.524
H 5.023 -1.513 4.557
H 7.498 -2.159 2.055
H 7.113 -1.735 3.794
H 7.082 -0.625 0.258
H 6.379 0.900 0.612
H 2.765 -0.427 1.776
H 3.446 1.065 1.497
H 5.570 -3.092 0.808
H 3.867 -2.813 1.355
N 1.764 3.713 -2.425
C 0.430 4.020 -1.781
P 0.618 3.335 -0.114
O 2.063 2.790 -0.141
O -0.530 2.494 0.247
C 0.457 4.856 0.915
N -0.470 4.805 2.076
H 1.718 3.255 -3.313
H 2.272 3.116 -1.606
H 2.402 4.520 -2.410
H -0.317 3.472 -2.383
H 0.216 5.092 -1.924
H 0.280 5.744 0.268
H 1.499 4.925 1.328
H 0.085 3.588 3.007
H -1.364 4.446 1.808
H -0.685 5.700 2.516
*
```


No. 2
Entry from the Open Molecules 2025 dataset: C35H29ClN3PRuTe4 as an isolated structure (the ωB97M-V functional and the def2-TZVPD basis).

Output
Energy above the lowest of the compared OMol25 structures with the same formula, charge and spin = 0.0 kcal/mol
HOMO (spin up / spin down) = -9.4 / -9.4 eV
Max |F| = 0.61 eV/A

ORCA input file:
```
! wB97M-V def2-TZVPD RIJCOSX def2/J DEFGRID3
* xyz 1 2
Ru -0.299 -0.796 -0.162
C -2.346 -1.478 -2.981
C -3.052 -0.964 -1.764
C -4.445 -0.888 -1.799
C -5.135 -0.312 -0.761
C -4.405 0.239 0.280
C -3.031 0.121 0.277
N -2.354 -0.542 -0.703
C -2.205 0.781 1.304
C -2.673 1.555 2.356
C -1.760 2.104 3.242
C -0.404 1.893 3.063
C 0.006 1.137 1.974
N -0.887 0.611 1.139
C 1.405 0.774 1.681
C 2.429 1.564 2.158
C 3.737 1.143 1.985
C 3.946 -0.078 1.387
C 2.872 -0.816 0.884
C 3.152 -2.145 0.260
N 1.605 -0.377 0.970
H -2.939 -1.235 -3.863
H -2.230 -2.562 -2.949
H -1.364 -1.020 -3.086
H -4.962 -1.287 -2.661
H -6.215 -0.255 -0.772
H -4.901 0.765 1.081
H -3.731 1.705 2.507
H -2.110 2.684 4.085
H 0.320 2.287 3.761
H 2.197 2.501 2.644
H 4.567 1.742 2.333
H 4.944 -0.477 1.275
H 4.166 -2.463 0.493
H 3.074 -2.097 -0.826
H 2.447 -2.895 0.621
Te -0.848 -2.494 1.724
Te -2.719 -3.949 0.439
Te -0.968 -4.975 -1.407
Te 0.484 -2.799 -1.729
Cl 2.097 0.369 -1.961
C 1.587 1.177 -3.411
C 2.291 0.975 -4.585
C 1.886 1.647 -5.728
C 0.796 2.507 -5.683
C 0.100 2.690 -4.499
C 0.482 2.023 -3.335
P -0.432 2.133 -1.757
C -1.976 2.972 -2.247
C -2.940 2.178 -2.871
C -4.162 2.711 -3.243
C -4.447 4.044 -2.978
C -3.497 4.841 -2.358
C -2.264 4.311 -1.997
C 0.489 3.392 -0.816
C -0.064 3.838 0.386
C 0.620 4.735 1.191
C 1.882 5.179 0.817
C 2.447 4.729 -0.368
C 1.753 3.846 -1.184
H 3.141 0.308 -4.597
H 2.427 1.500 -6.653
H 0.489 3.039 -6.574
H -0.753 3.355 -4.475
H -2.718 1.139 -3.084
H -4.896 2.087 -3.738
H -5.404 4.461 -3.260
H -3.710 5.883 -2.160
H -1.525 4.949 -1.531
H -1.049 3.494 0.686
H 0.167 5.090 2.108
H 2.417 5.884 1.440
H 3.427 5.076 -0.667
H 2.200 3.517 -2.114
*
```


No. 3
Entry from the Open Molecules 2025 dataset: C41H64AsOsP2S4Si as an isolated structure in a non-equilibrium geometry (the ωB97M-V functional and the def2-TZVPD basis).

Output
Energy above the lowest of the compared OMol25 structures with the same formula, charge and spin = 112.8 kcal/mol
HOMO (spin up / spin down) = -1.8 / -4.4 eV
Max |F| = 5.05 eV/A

ORCA input file:
```
! wB97M-V def2-TZVPD RIJCOSX def2/J DEFGRID3
* xyz -1 5
Os 13.188 11.715 11.397
C 15.359 14.680 12.179
Si 13.798 13.888 11.615
C 12.447 14.684 12.601
C 12.367 16.067 12.767
C 11.548 16.708 13.710
C 10.675 15.904 14.421
C 10.736 14.559 14.292
C 11.712 13.910 13.522
P 11.892 12.138 13.353
C 12.476 11.753 15.051
C 13.563 12.741 15.607
C 14.115 12.417 16.986
C 13.919 10.943 17.322
C 12.461 10.587 17.257
C 11.623 11.428 16.280
C 10.360 11.181 13.210
C 9.062 11.480 14.079
C 7.967 10.414 13.879
C 8.516 8.954 13.692
C 9.862 8.872 14.384
C 10.853 9.697 13.641
C 13.449 14.771 9.883
C 14.163 15.926 9.466
C 13.953 16.433 8.281
C 12.988 15.927 7.418
C 12.245 14.812 7.852
C 12.431 14.242 9.109
P 11.344 12.971 9.879
C 10.721 11.968 8.472
C 10.199 10.492 8.913
C 8.697 10.112 8.545
C 8.420 10.570 7.144
C 8.502 12.093 7.153
C 9.856 12.586 7.330
C 9.877 14.056 10.495
C 9.612 15.292 9.656
C 8.482 16.145 10.244
C 7.269 15.354 10.716
C 7.543 14.175 11.556
C 8.581 13.321 10.792
H 15.255 15.748 12.434
H 16.110 14.545 11.461
H 15.697 14.155 13.040
H 13.039 16.663 12.138
H 11.491 17.821 13.861
H 9.913 16.266 15.027
H 9.974 13.911 14.856
H 13.038 10.801 14.843
H 13.187 13.846 15.614
H 14.364 12.664 14.919
H 13.554 13.006 17.736
H 15.256 12.708 17.042
H 14.335 10.668 18.248
H 14.478 10.396 16.569
H 11.908 10.695 18.189
H 12.311 9.480 17.130
H 11.254 12.313 16.818
H 10.681 10.859 15.954
H 10.082 11.191 12.059
H 8.636 12.385 13.678
H 9.246 11.569 15.125
H 7.275 10.617 13.105
H 7.195 10.494 14.739
H 8.710 8.783 12.629
H 7.809 8.209 13.976
H 10.310 7.876 14.395
H 9.891 9.238 15.422
H 10.944 9.180 12.654
H 11.730 9.651 14.277
H 15.013 16.299 10.065
H 14.437 17.295 7.855
H 12.666 16.450 6.520
H 11.480 14.489 7.263
H 11.645 11.702 7.963
H 10.451 10.301 10.018
H 10.842 9.782 8.355
H 8.063 10.660 9.271
H 8.499 9.014 8.642
H 7.455 10.226 6.843
H 9.219 10.192 6.435
H 7.764 12.531 7.836
H 8.147 12.469 6.135
H 9.817 13.689 7.489
H 10.420 12.321 6.413
H 10.448 14.372 11.378
H 9.383 15.029 8.634
H 10.534 15.867 9.559
H 8.132 16.760 9.471
H 8.832 16.716 11.122
H 6.771 14.919 9.832
H 6.565 16.086 11.153
H 6.630 13.612 11.688
H 7.923 14.464 12.628
H 8.037 13.038 9.865
H 8.750 12.362 11.358
S 16.073 8.409 9.188
As 14.224 9.179 8.720
S 12.996 9.181 10.885
S 14.348 11.516 9.232
S 11.670 7.728 10.938
C 16.707 10.381 14.079
C 16.083 11.269 12.918
C 17.029 11.220 11.705
C 14.667 10.718 12.550
H 17.778 10.610 14.076
H 16.670 9.312 13.859
H 16.330 10.609 15.129
H 15.942 12.379 13.168
H 17.253 10.232 11.363
H 17.902 11.853 11.789
H 16.514 11.547 10.805
H 14.170 10.559 13.535
H 14.999 9.737 12.171
*
```